The following is a quantum chemistry calculation of a molecular structure, C48H40AsIIrO4P2S4Sb, from the Open Molecules 2025 dataset.

Values from the calculation:
Calculated total energy (Eh): -7307.663483
LUMO level (eV): -1.092
Energy relative to the best compared isomer or geometry (same formula, charge and spin) (kcal per mole): 42.1
M (g/mol): 1386.863

Each line ends with the Mulliken charge.
CARTESIAN COORDINATES (ANGSTROEM)
Ir -0.559 1.759 -1.383  1.777
S -1.085 7.080 1.451  -0.502
Sb -1.669 6.418 -0.560  0.363
S -0.816 4.011 -0.583  0.190
S 0.510 5.202 -1.565  0.036
I -3.560 1.284 -1.417  0.186
C -3.431 1.311 -3.513  0.275
C -4.320 2.170 -4.097  -0.593
C -4.570 2.135 -5.480  -1.008
C -3.997 1.154 -6.226  -0.853
C -3.074 0.250 -5.647  0.348
C -2.588 -0.816 -6.443  -0.720
C -1.720 -1.729 -5.933  -0.976
C -1.190 -1.505 -4.650  -0.535
C -1.575 -0.452 -3.855  1.005
P -0.335 -0.139 -2.516  1.466
C -0.324 -1.775 -1.712  0.638
C 0.721 -2.684 -1.820  0.288
C 0.645 -3.915 -1.176  -1.114
C -0.475 -4.243 -0.430  -0.595
C -1.528 -3.340 -0.323  -0.466
C -1.454 -2.116 -0.965  -0.680
C 1.226 -0.009 -3.456  0.612
C 1.271 0.324 -4.805  -0.931
C 2.486 0.603 -5.419  -0.723
C 3.664 0.543 -4.697  -0.730
C 3.628 0.225 -3.344  -0.991
C 2.418 -0.029 -2.727  -0.232
C -2.666 0.382 -4.285  0.062
H -4.879 2.858 -3.478  0.461
H -5.264 2.840 -5.919  0.406
H -4.238 1.038 -7.275  0.380
H -2.949 -0.898 -7.462  0.395
H -1.377 -2.569 -6.521  0.411
H -0.386 -2.150 -4.315  0.300
H 1.597 -2.441 -2.407  0.525
H 1.466 -4.615 -1.262  0.454
H -0.533 -5.200 0.072  0.529
H -2.401 -3.594 0.265  0.444
H -2.274 -1.411 -0.885  0.090
H 0.360 0.403 -5.383  0.341
H 2.500 0.887 -6.463  0.422
H 4.608 0.765 -5.177  0.387
H 4.543 0.199 -2.765  0.466
H 2.395 -0.220 -1.660  0.321
C 0.791 -0.524 1.043  0.299
C 1.401 -0.628 2.434  -1.598
As 1.946 -2.473 2.866  0.294
C 2.376 -2.115 4.743  0.373
C 3.289 -1.106 5.044  -0.373
C 3.651 -0.849 6.359  -0.689
C 3.114 -1.608 7.389  -0.424
C 2.215 -2.622 7.097  -0.649
C 1.848 -2.875 5.782  -0.165
C 0.185 -3.281 3.130  0.531
C -0.920 -2.579 3.606  0.036
C -2.142 -3.215 3.771  -0.634
C -2.270 -4.568 3.480  -0.663
C -1.171 -5.280 3.025  -0.427
C 0.047 -4.635 2.845  -1.002
P 0.138 1.143 0.614  0.379
C 1.528 2.217 1.140  0.643
C 2.402 2.663 0.148  -0.392
C 3.504 3.440 0.479  -1.025
C 3.738 3.790 1.801  -0.817
C 2.872 3.352 2.795  -1.009
C 1.778 2.565 2.468  -0.443
C -1.173 1.402 1.871  0.849
C -1.406 2.644 2.463  -0.418
C -2.525 2.846 3.259  -1.011
C -3.432 1.817 3.470  -0.811
C -3.217 0.581 2.875  -0.790
C -2.099 0.379 2.078  -0.716
H -0.014 -1.249 0.914  -0.778
H 1.535 -0.763 0.280  0.717
H 0.721 -0.259 3.203  0.464
H 2.308 -0.029 2.496  0.865
H 3.728 -0.510 4.252  0.370
H 4.356 -0.057 6.577  0.381
H 3.396 -1.409 8.415  0.375
H 1.792 -3.220 7.895  0.379
H 1.136 -3.664 5.570  0.374
H -0.835 -1.530 3.860  0.489
H -2.994 -2.656 4.140  0.438
H -3.222 -5.065 3.617  0.386
H -1.261 -6.337 2.806  0.448
H 0.899 -5.192 2.472  0.377
H 2.193 2.424 -0.891  0.315
H 4.168 3.783 -0.304  0.522
H 4.588 4.409 2.058  0.401
H 3.045 3.627 3.827  0.509
H 1.116 2.227 3.255  0.463
H -0.720 3.464 2.300  0.648
H -2.688 3.816 3.713  0.486
H -4.304 1.978 4.089  0.407
H -3.925 -0.225 3.022  0.484
H -1.959 -0.586 1.602  0.499
O 0.257 3.906 -5.265  -0.654
S 0.394 3.580 -3.886  0.739
O -0.717 2.742 -3.383  -0.608
O 1.684 3.235 -3.370  -0.518
O 0.055 5.086 -3.130  -0.250

The following is a quantum chemistry calculation of a molecular structure, C2H2FRh in a non-equilibrium geometry, from the Open Molecules 2025 dataset.

Values from the calculation:
Calculated total energy (Eh): -287.473795
LUMO level (alpha / beta) (eV): 0.166 / -3.471
M (g/mol): 147.942
2S+1: 5
<S²>: 6.05

Each line ends with the natural charge from an NBO analysis.
CARTESIAN COORDINATES (ANGSTROEM)
F -2.470 -0.041 -0.261  -0.379
C -0.566 0.402 0.253  -0.032
C 0.307 -0.502 0.216  -0.184
H -0.676 1.507 0.225  0.251
H 0.290 -1.584 0.120  0.242
Rh 3.116 0.219 -0.553  0.101

The following is a quantum chemistry calculation of 5 unconnected molecules or ions with the total composition C25H44FNO16P in a non-equilibrium geometry, from the Open Molecules 2025 dataset.

Values from the calculation:
Calculated total energy (Eh): -2678.906001
Net charge: -1
LUMO level (eV): 2.106
Energy relative to the best compared isomer or geometry (same formula, charge and spin) (kcal per mole): 0.0
M (g/mol): 664.590

Each line ends with the Mulliken charge.
CARTESIAN COORDINATES (ANGSTROEM)
O 0.462 -3.265 -5.092  -0.542
C 1.616 -3.465 -4.832  0.650
O 2.498 -2.387 -4.724  -0.511
C 2.204 -4.893 -4.573  -0.870
C 1.706 -5.458 -3.162  0.473
C 2.810 -5.997 -2.162  -0.744
O 2.588 -5.477 -0.849  -0.503
P 1.148 -4.468 -0.842  0.177
F 0.249 -5.964 -0.856  -0.435
C 2.341 -3.040 -0.411  0.360
C 3.721 -2.923 -0.892  0.011
C 4.507 -1.772 -0.417  -0.581
C 3.852 -0.861 0.492  -0.442
N 2.577 -0.918 0.946  -0.228
C 1.879 -1.989 0.489  -0.520
O 1.192 -4.282 -2.535  -0.199
H 2.097 -1.720 -4.135  0.328
H 1.884 -5.520 -5.437  0.351
H 3.316 -4.783 -4.483  0.304
H 1.001 -6.285 -3.428  0.253
H 3.839 -5.704 -2.544  0.221
H 2.921 -7.113 -2.072  0.288
H 1.120 -4.665 0.599  0.046
H -0.036 -3.665 -0.669  -0.028
H 4.143 -3.680 -1.579  0.201
H 5.565 -1.638 -0.716  0.351
H 4.476 -0.012 0.870  0.309
H 0.829 -2.093 0.866  0.221
C 5.685 5.786 1.894  -1.117
C 6.781 4.918 1.309  -0.186
O 6.243 3.738 0.702  -0.341
C 5.675 3.914 -0.497  0.719
O 5.587 4.957 -1.096  -0.566
O 5.198 2.735 -0.903  -0.241
C 4.471 2.796 -2.131  -0.665
H 5.065 5.208 2.582  0.294
H 6.113 6.635 2.431  0.362
H 5.025 6.171 1.116  0.315
H 7.442 4.581 2.108  0.300
H 7.395 5.470 0.594  0.309
H 5.062 3.267 -2.917  0.314
H 3.534 3.333 -1.980  0.312
H 4.241 1.776 -2.434  0.181
C -2.217 -2.844 -6.563  -0.706
C -1.832 -1.946 -7.720  -0.185
O -2.992 -1.384 -8.360  -0.348
C -3.578 -0.375 -7.714  0.752
O -3.225 0.105 -6.668  -0.546
O -4.653 0.004 -8.426  -0.344
C -5.432 1.017 -7.794  -0.627
H -2.925 -3.610 -6.891  0.313
H -1.335 -3.331 -6.147  0.096
H -2.704 -2.280 -5.766  0.284
H -1.316 -2.535 -8.479  0.301
H -1.148 -1.155 -7.406  0.299
H -4.819 1.878 -7.526  0.289
H -5.927 0.610 -6.912  0.290
H -6.192 1.340 -8.504  0.218
C -4.876 -0.500 4.534  -0.580
C -4.406 -1.250 3.305  -0.284
O -3.344 -0.551 2.647  -0.382
C -2.143 -0.647 3.232  0.881
O -1.892 -1.263 4.238  -0.578
O -1.279 0.078 2.521  -0.364
C 0.032 0.146 3.090  -0.604
H -5.146 0.527 4.279  0.294
H -5.743 -0.994 4.978  0.414
H -4.093 -0.446 5.286  -0.162
H -5.223 -1.320 2.586  0.300
H -4.102 -2.270 3.546  0.305
H 0.432 -0.848 3.284  0.290
H 0.008 0.737 4.008  0.280
H 0.683 0.644 2.374  0.216
C -4.120 6.373 6.806  -1.107
C -5.056 5.470 7.584  -0.168
O -5.020 4.128 7.085  -0.353
C -3.950 3.408 7.443  0.732
O -3.041 3.785 8.139  -0.557
O -4.053 2.204 6.872  -0.269
C -2.922 1.359 7.090  -0.698
H -4.336 6.318 5.737  0.294
H -4.223 7.408 7.136  0.353
H -3.079 6.074 6.937  0.316
H -6.082 5.819 7.460  0.286
H -4.837 5.487 8.654  0.309
H -2.694 1.264 8.151  0.327
H -2.059 1.746 6.546  0.287
H -3.162 0.374 6.700  0.209

The following is a quantum chemistry calculation of 2 unconnected molecules or ions with the total composition C3H7N3O, from the Open Molecules 2025 dataset.

Values from the calculation:
Calculated total energy (Eh): -357.954111
LUMO level (eV): 1.033
Energy relative to the best compared isomer or geometry (same formula, charge and spin) (kcal per mole): 60.1
M (g/mol): 101.109

Each line ends with the natural charge from an NBO analysis.
CARTESIAN COORDINATES (ANGSTROEM)
C 1.826 0.970 -0.537  -0.424
N 1.737 -0.447 -0.809  -0.473
C 1.122 -1.302 -0.218  0.693
N 0.499 -2.277 0.247  -0.828
C -1.300 0.177 0.255  0.253
O -1.913 -0.935 0.645  -0.718
N -2.194 1.164 0.191  -0.816
H 2.566 1.162 0.247  0.200
H 0.842 1.323 -0.207  0.221
H 2.139 1.491 -1.445  0.201
H -1.222 -1.635 0.620  0.523
H 1.035 -2.866 0.874  0.395
H -1.889 2.071 -0.121  0.393
H -3.181 1.033 0.393  0.378

The following is a quantum chemistry calculation of 5 unconnected molecules or ions with the total composition C34H44BO in a non-equilibrium geometry, from the Open Molecules 2025 dataset.

Values from the calculation:
Calculated total energy (Eh): -1421.987940
Net charge: -1
LUMO level (eV): 2.376
M (g/mol): 479.537

Each line ends with the Mulliken charge.
CARTESIAN COORDINATES (ANGSTROEM)
C -0.973 -0.094 4.241  -0.697
C -0.018 0.169 3.518  -0.035
B 1.161 0.414 2.448  0.409
C 0.609 0.399 0.881  -1.120
C -0.687 -0.375 0.653  -0.466
C -0.540 -1.856 0.958  0.038
C 0.188 -2.564 -0.178  -0.822
C 0.754 -3.923 0.253  -0.712
C 2.047 -3.802 1.048  -0.455
C 1.874 -3.686 2.572  -0.248
O 0.728 -4.324 3.086  -0.392
C 0.738 -5.724 2.947  -0.768
H -1.847 -0.355 4.754  0.387
H 1.983 -0.485 2.594  -0.263
H 1.705 1.475 2.722  -0.282
H 1.379 -0.073 0.277  0.293
H 0.457 1.422 0.545  0.269
H -1.506 0.036 1.229  0.466
H -0.972 -0.268 -0.401  0.126
H -1.512 -2.330 1.056  0.273
H -0.011 -2.022 1.885  -0.023
H -0.506 -2.753 -0.988  0.346
H 1.011 -1.961 -0.537  0.259
H 0.980 -4.476 -0.655  0.403
H -0.026 -4.462 0.775  0.234
H 2.596 -2.935 0.708  0.368
H 2.660 -4.675 0.846  0.325
H 1.793 -2.637 2.828  0.172
H 2.790 -4.038 3.048  0.097
H 1.571 -6.092 2.351  0.277
H -0.159 -5.989 2.403  0.309
H 0.783 -6.235 3.901  0.282
C -2.340 2.867 3.135  -0.511
C -2.189 2.812 1.758  -0.192
C -3.215 3.238 0.928  -0.133
C -4.394 3.732 1.474  -0.477
C -4.545 3.790 2.853  -0.335
C -3.519 3.351 3.683  -0.552
H -1.538 2.520 3.773  0.480
H -1.267 2.429 1.336  0.268
H -3.096 3.186 -0.146  0.282
H -5.194 4.068 0.825  0.374
H -5.464 4.172 3.281  0.348
H -3.641 3.386 4.759  0.365
C -3.062 3.846 -3.119  -0.415
C -3.891 4.055 -4.213  -0.645
C -4.140 3.019 -5.102  -0.353
C -3.567 1.772 -4.892  -0.383
C -2.741 1.562 -3.796  -0.554
C -2.486 2.600 -2.912  -0.281
H -2.866 4.655 -2.425  0.585
H -4.341 5.027 -4.373  0.394
H -4.782 3.183 -5.959  0.364
H -3.765 0.962 -5.583  0.369
H -2.296 0.590 -3.630  0.421
H -1.837 2.437 -2.060  0.528
C 5.507 -8.873 2.690  -0.345
C 6.346 -8.364 1.708  -0.344
C 6.434 -6.993 1.514  -0.413
C 5.690 -6.130 2.306  -0.343
C 4.854 -6.638 3.290  -0.303
C 4.760 -8.010 3.479  -0.465
H 5.434 -9.943 2.839  0.352
H 6.930 -9.037 1.093  0.350
H 7.083 -6.596 0.744  0.359
H 5.761 -5.060 2.156  0.392
H 4.271 -5.965 3.906  0.397
H 4.102 -8.406 4.242  0.369
C -0.234 8.546 -6.071  -0.357
C -0.944 7.404 -6.415  -0.473
C -1.212 6.437 -5.455  -0.198
C -0.775 6.617 -4.150  -0.275
C -0.067 7.760 -3.806  -0.528
C 0.206 8.723 -4.767  -0.350
H -0.023 9.299 -6.821  0.348
H -1.289 7.266 -7.432  0.357
H -1.760 5.542 -5.722  0.419
H -0.987 5.864 -3.403  0.333
H 0.272 7.899 -2.787  0.371
H 0.762 9.613 -4.499  0.354